{"formula": "C83H211N11O28", "method": "ωB97M-V/def2-TZVPD", "homo_ev": -8.1, "homo_lumo_gap_ev": 8.47, "energy_ha": -5997.4339, "species": ["C", "C", "C", "C", "C", "C", "N", "O", "C", "C", "C", "H", "H", "H", "H", "H", "H", "H", "H", "H", "H", "H", "H", "H", "H", "H", "H", "H", "H", "H", "C", "C", "O", "H", "H", "H", "H", "H", "H", "C", "C", "O", "H", "H", "H", "H", "H", "H", "C", "C", "O", "H", "H", "H", "H", "H", "H", "C", "C", "O", "H", "H", "H", "H", "H", "H", "C", "C", "O", "H", "H", "H", "H", "H", "H", "C", "C", "O", "H", "H", "H", "H", "H", "H", "C", "C", "O", "H", "H", "H", "H", "H", "H", "C", "O", "C", "C", "N", "C", "C", "O", "C", "H", "H", "H", "H", "H", "H", "H", "H", "H", "H", "H", "H", "H", "H", "H", "C", "O", "C", "C", "N", "C", "C", "O", "C", "H", "H", "H", "H", "H", "H", "H", "H", "H", "H", "H", "H", "H", "H", "H", "C", "O", "C", "C", "N", "C", "C", "O", "C", "H", "H", "H", "H", "H", "H", "H", "H", "H", "H", "H", "H", "H", "H", "H", "C", "O", "C", "C", "N", "C", "C", "O", "C", "H", "H", "H", "H", "H", "H", "H", "H", "H", "H", "H", "H", "H", "H", "H", "C", "O", "C", "C", "N", "C", "C", "O", "C", "H", "H", "H", "H", "H", "H", "H", "H", "H", "H", "H", "H", "H", "H", "H", "C", "O", "C", "C", "N", "C", "C", "O", "C", "H", "H", "H", "H", "H", "H", "H", "H", "H", "H", "H", "H", "H", "H", "H", "C", "O", "C", "C", "N", "C", "C", "O", "C", "H", "H", "H", "H", "H", "H", "H", "H", "H", "H", "H", "H", "H", "H", "H", "C", "O", "C", "C", "N", "C", "C", "O", "C", "H", "H", "H", "H", "H", "H", "H", "H", "H", "H", "H", "H", "H", "H", "H", "C", "O", "C", "C", "N", "C", "C", "O", "C", "H", "H", "H", "H", "H", "H", "H", "H", "H", "H", "H", "H", "H", "H", "H", "C", "O", "C", "C", "N", "C", "C", "O", "C", "H", "H", "H", "H", "H", "H", "H", "H", "H", "H", "H", "H", "H", "H", "H"], "coordinates": [[13.10647, -36.28636, -8.58423], [12.02281, -37.25377, -8.12882], [12.64947, -38.54085, -7.56427], [13.14397, -38.36284, -6.12659], [12.04439, -37.65200, -5.24336], [11.44929, -36.41709, -5.82252], [11.01718, -36.71512, -7.17109], [10.40336, -35.54357, -7.69106], [10.20236, -36.09789, -4.95563], [12.45213, -35.26871, -5.64388], [11.21095, -37.72572, -9.30585], [13.41828, -36.51714, -9.61472], [13.97367, -36.19955, -7.91664], [12.74466, -35.25732, -8.66033], [11.84628, -39.25739, -7.58606], [13.39045, -38.85667, -8.30569], [14.06322, -37.78332, -6.14448], [13.38439, -39.37127, -5.75974], [12.43792, -37.50773, -4.23959], [11.24805, -38.39779, -5.20593], [9.69463, -35.21388, -5.34612], [9.50147, -36.93976, -4.94280], [10.62885, -35.86856, -3.97394], [13.41805, -35.59192, -5.99675], [12.19793, -34.36691, -6.19576], [12.54558, -34.97118, -4.59121], [10.73114, -36.89496, -9.83593], [10.35332, -38.37172, -9.01937], [11.79723, -38.19601, -10.09748], [9.54323, -35.86011, -7.99710], [4.27118, -33.63560, -7.18248], [4.89569, -32.81487, -6.01199], [4.74180, -31.38716, -6.22755], [4.69122, -33.30088, -8.12035], [3.20151, -33.47311, -7.17866], [4.45407, -34.69445, -6.99749], [5.95556, -32.94830, -5.78791], [4.39117, -33.00522, -5.06013], [5.24003, -31.19599, -7.02361], [6.47178, -27.52263, -10.80275], [6.01234, -26.23850, -11.46031], [5.51036, -25.29888, -10.49983], [6.77479, -28.16005, -11.64195], [5.60832, -27.91175, -10.25268], [7.31006, -27.29380, -10.12124], [5.20077, -26.39077, -12.15194], [6.80261, -25.75414, -12.03462], [6.26806, -24.98890, -9.97465], [2.50486, -40.62276, -5.13701], [2.48480, -39.85406, -6.42777], [2.59962, -40.68405, -7.53755], [3.37922, -41.24427, -4.96587], [1.63160, -41.26080, -5.04307], [2.48418, -39.92330, -4.31148], [3.30677, -39.13861, -6.50746], [1.57851, -39.24311, -6.47799], [2.00017, -41.43672, -7.45851], [7.99892, -35.19585, -2.17528], [6.90876, -35.87136, -1.29230], [5.67041, -35.10521, -1.20194], [8.88138, -35.81326, -2.31387], [8.33705, -34.22212, -1.76834], [7.53385, -35.03469, -3.15353], [7.26070, -36.10360, -0.27983], [6.61546, -36.82845, -1.75322], [5.83432, -34.24848, -0.77173], [8.59679, -31.43008, -3.91910], [9.10859, -30.49049, -2.90207], [9.85185, -29.42150, -3.48761], [8.07523, -30.89601, -4.70079], [7.88020, -32.12673, -3.43185], [9.44622, -32.00447, -4.29465], [9.72453, -31.01195, -2.16462], [8.26780, -29.99726, -2.40049], [10.52485, -29.08654, -2.87273], [4.34964, -31.92260, -1.66765], [5.20617, -31.56987, -0.44360], [5.81916, -32.71651, 0.11141], [3.93449, -31.00810, -2.08511], [3.52676, -32.60919, -1.42289], [4.93135, -32.36043, -2.50104], [4.61426, -31.09566, 0.32584], [5.97277, -30.86625, -0.76865], [5.45146, -32.88959, 0.97919], [2.57611, -36.49491, -4.85505], [3.84208, -36.37772, -4.00305], [3.45365, -35.79997, -2.76501], [2.05356, -35.52709, -4.97091], [1.85159, -37.21417, -4.45143], [2.82648, -36.82239, -5.87746], [4.63122, -35.76873, -4.47889], [4.22384, -37.40712, -3.81151], [4.26254, -35.41122, -2.37007], [-1.57693, -34.60969, -11.63950], [-1.21408, -35.97323, -11.39546], [-1.28933, -36.29483, -10.05544], [-0.97527, -37.85516, -9.87954], [0.27785, -38.25702, -10.45334], [1.43210, -38.07268, -9.55584], [2.71130, -38.69159, -10.11403], [2.89323, -38.00337, -11.38132], [4.03138, -38.35262, -12.09894], [-1.13885, -34.30345, -12.59054], [-1.30951, -33.87326, -10.84030], [-2.67952, -34.58281, -11.66588], [-2.37208, -36.17723, -9.79134], [-0.63049, -35.59420, -9.49390], [-1.81593, -38.32139, -10.39894], [-1.11026, -37.93063, -8.79902], [0.35812, -37.68273, -11.29291], [1.22344, -38.48858, -8.55650], [1.77321, -37.01815, -9.39234], [2.61886, -39.76867, -10.27921], [3.56780, -38.50904, -9.43936], [4.02289, -37.76099, -13.00291], [3.99253, -39.43353, -12.35896], [4.99233, -38.17306, -11.58229], [3.91038, -22.14264, -10.86889], [3.02482, -22.06018, -11.92690], [1.84564, -22.86038, -11.73773], [2.06469, -24.36067, -11.87673], [2.36579, -25.10140, -10.61866], [2.39886, -26.55471, -10.74388], [2.72706, -27.20799, -9.38313], [2.99559, -28.55261, -9.59167], [3.23461, -29.26444, -8.34156], [3.30443, -21.94157, -9.96091], [4.67988, -21.38193, -10.96646], [4.41609, -23.09981, -10.73525], [1.16145, -22.65601, -12.54696], [1.39804, -22.55162, -10.79113], [2.85245, -24.58363, -12.63365], [1.11552, -24.77961, -12.22791], [3.27122, -24.80640, -10.25885], [3.15170, -26.92473, -11.47434], [1.42121, -26.91847, -11.04183], [1.89016, -27.07846, -8.68147], [3.61881, -26.74674, -8.90147], [2.34773, -29.27068, -7.68775], [4.04191, -28.75305, -7.77993], [3.53429, -30.28326, -8.56928], [-4.90186, -31.44269, -8.45258], [-4.18591, -30.73219, -7.46414], [-4.87342, -30.67916, -6.20587], [-3.98376, -30.09373, -5.13760], [-2.79270, -30.90215, -4.99082], [-1.96258, -30.54560, -3.83420], [-0.76504, -31.50684, -3.84001], [0.07919, -31.14208, -4.89595], [1.21231, -31.92798, -5.00273], [-5.88007, -30.91890, -8.59562], [-5.05563, -32.50532, -8.24636], [-4.32071, -31.34215, -9.36205], [-5.06547, -31.71772, -5.90434], [-5.80653, -30.12687, -6.29607], [-4.54943, -30.06440, -4.17646], [-3.76449, -29.05485, -5.44904], [-2.26382, -30.93363, -5.85037], [-2.58764, -30.70655, -2.94380], [-1.61758, -29.49585, -3.92947], [-1.16671, -32.52045, -3.93738], [-0.29559, -31.41464, -2.85410], [1.91072, -31.62825, -4.19547], [1.64628, -31.74899, -5.98695], [0.94343, -33.00399, -4.98855], [4.99486, -29.32025, -3.75890], [4.62330, -28.64540, -2.60981], [5.49012, -27.58918, -2.27955], [5.14226, -26.32614, -3.00461], [3.86809, -25.81243, -2.50248], [3.44815, -24.51006, -2.96202], [2.76826, -24.38888, -4.33505], [3.74732, -24.75257, -5.27799], [3.23523, -24.44980, -6.55651], [5.20054, -28.66593, -4.60571], [4.24038, -30.06064, -3.93640], [5.91844, -29.83982, -3.50324], [6.54255, -27.93936, -2.45071], [5.32664, -27.37011, -1.20889], [5.26556, -26.44921, -4.07649], [5.83255, -25.52354, -2.68091], [3.12562, -26.44339, -2.76830], [4.26184, -23.78825, -2.89895], [2.73740, -24.22572, -2.18533], [2.45445, -23.32562, -4.44699], [1.88040, -25.02550, -4.43465], [2.49094, -25.18567, -6.83738], [4.09796, -24.56178, -7.20933], [2.87688, -23.40913, -6.64770], [-2.11795, -30.89182, -0.03106], [-0.93868, -30.31441, 0.51980], [-0.05358, -31.23761, 1.19568], [0.90664, -31.87525, 0.20839], [0.23625, -32.94753, -0.50190], [0.99960, -33.82703, -1.36427], [0.19588, -35.03592, -1.73151], [0.03174, -35.88911, -0.61684], [0.98316, -36.84298, -0.43386], [-2.68770, -31.33841, 0.79487], [-1.95377, -31.66858, -0.80156], [-2.69430, -30.03887, -0.42990], [-0.68583, -32.00394, 1.65617], [0.53763, -30.71795, 1.95882], [1.73549, -32.31961, 0.81547], [1.34110, -31.13669, -0.44880], [-0.13303, -33.47858, 0.27559], [1.97187, -34.17161, -0.95710], [1.15336, -33.35833, -2.32390], [0.67319, -35.63684, -2.51289], [-0.83214, -34.77105, -2.04367], [0.64509, -37.47033, 0.39318], [1.92019, -36.34826, -0.14056], [1.18958, -37.44437, -1.32960], [7.70691, -37.42475, -8.25785], [7.89937, -36.10363, -8.66214], [7.07137, -35.70046, -9.75487], [7.80412, -35.94861, -11.04898], [6.81676, -35.77387, -12.17147], [6.69995, -34.36612, -12.57357], [7.90240, -33.79336, -13.32528], [8.28180, -34.62925, -14.38010], [7.45795, -34.57076, -15.50652], [8.43397, -37.61236, -7.44549], [7.91968, -38.15123, -9.04864], [6.71027, -37.61804, -7.84770], [6.76595, -34.67415, -9.57968], [6.19787, -36.37156, -9.73669], [8.22026, -36.98111, -11.12051], [8.63378, -35.24705, -11.18053], [7.31449, -36.18467, -12.97493], [6.56796, -33.77961, -11.66075], [5.78053, -34.21719, -13.11505], [8.79349, -33.73070, -12.71615], [7.63627, -32.78452, -13.67465], [7.36984, -33.57478, -15.95673], [6.47805, -34.92535, -15.19984], [7.87670, -35.24400, -16.22778], [1.58203, -28.30271, -5.08885], [1.67515, -27.76898, -3.79120], [1.12462, -28.56136, -2.71552], [-0.03633, -27.71289, -2.14514], [-0.87660, -27.27063, -3.23988], [-1.85649, -26.34188, -2.82497], [-1.34682, -24.86468, -2.91350], [-0.82727, -24.51155, -4.15975], [-1.68057, -24.70762, -5.23776], [2.40594, -29.00551, -5.26046], [1.65156, -27.48521, -5.80775], [0.62949, -28.82185, -5.21808], [1.88130, -28.73961, -1.94942], [0.66705, -29.48706, -3.08585], [0.45012, -26.82344, -1.65044], [-0.67709, -28.16361, -1.36407], [-0.28833, -26.89282, -3.99890], [-2.16961, -26.45603, -1.78517], [-2.75368, -26.42872, -3.40969], [-0.54232, -24.63052, -2.24432], [-2.21946, -24.23011, -2.64785], [-2.64793, -24.19558, -5.04867], [-1.94474, -25.77297, -5.35353], [-1.17838, -24.34924, -6.13878], [8.75387, -23.16861, -12.89084], [8.78470, -23.38960, -11.49297], [7.79595, -22.59157, -10.79667], [8.01145, -22.84046, -9.30511], [7.66420, -24.20729, -8.90335], [7.24001, -24.37543, -7.52272], [6.79744, -25.82264, -7.21155], [7.92959, -26.65260, -7.25455], [7.66744, -27.96588, -6.87458], [9.32244, -22.25137, -13.10254], [7.82864, -23.13430, -13.45644], [9.39800, -23.96409, -13.25866], [6.80101, -22.87224, -11.16702], [7.88703, -21.51489, -10.99599], [7.29752, -22.18244, -8.81255], [8.99953, -22.50288, -8.98366], [8.43897, -24.81893, -9.05678], [6.40127, -23.71482, -7.27676], [8.04138, -24.10086, -6.81151], [6.03593, -26.22413, -7.87854], [6.35517, -25.84699, -6.21116], [8.59573, -28.53648, -6.88034], [6.92432, -28.45084, -7.51196], [7.23026, -27.98821, -5.84991], [-1.33725, -32.66977, -8.18303], [-0.30757, -32.85951, -9.10281], [0.90482, -32.23048, -8.76064], [1.85497, -32.63966, -9.87278], [1.90465, -34.11616, -9.93103], [2.87416, -34.55977, -10.94920], [2.42390, -34.52438, -12.40366], [2.34336, -33.17067, -12.78925], [1.95732, -32.98470, -14.12100], [-1.08261, -33.06934, -7.18884], [-2.22637, -33.14443, -8.56805], [-1.57683, -31.58782, -8.16089], [1.28439, -32.70401, -7.84510], [0.73154, -31.15300, -8.63530], [2.84680, -32.25951, -9.60102], [1.50557, -32.10159, -10.76759], [0.98988, -34.47014, -10.22831], [3.06541, -35.62048, -10.71114], [3.81922, -34.02130, -10.78309], [1.42100, -35.00134, -12.40636], [3.11149, -35.13404, -12.99201], [1.93298, -31.90321, -14.29718], [0.95149, -33.39697, -14.28607], [2.64370, -33.50838, -14.81639], [6.66402, -29.96195, -15.99564], [6.24426, -29.90076, -14.70035], [5.06993, -30.63877, -14.38314], [4.85777, -30.59342, -12.90007], [6.06855, -30.93299, -12.15729], [5.78886, -30.96868, -10.71866], [7.07703, -31.21272, -9.96812], [6.78321, -31.16430, -8.59959], [7.84080, -31.58413, -7.78281], [7.61203, -29.39769, -16.07965], [5.95798, -29.58019, -16.72690], [6.94322, -31.00771, -16.18634], [5.24029, -31.66794, -14.69456], [4.22279, -30.24951, -14.93799], [4.14012, -31.35696, -12.63837], [4.36385, -29.62572, -12.62894], [6.78222, -30.20094, -12.29131], [5.05087, -31.75720, -10.49863], [5.32011, -30.02855, -10.40311], [7.73745, -30.37771, -10.24338], [7.55565, -32.12682, -10.29756], [8.74360, -31.01319, -8.09247], [8.03101, -32.67340, -7.79186], [7.52246, -31.24904, -6.78866]], "forces_ev_per_angstrom": [[0.212, 1.058, -0.395], [-0.199, -0.290, 0.072], [-0.466, 1.011, 0.448], [-0.301, 0.243, -0.251], [1.088, -2.587, -0.814], [-0.466, 0.945, 0.920], [0.244, -0.298, -0.080], [0.531, -0.042, -0.138], [0.661, 0.270, -0.522], [-0.010, 0.368, -0.190], [-1.368, 0.390, -1.394], [0.205, -0.223, 0.446], [-0.116, -0.471, -0.253], [-0.363, -0.098, 0.079], [-0.267, -0.618, 0.165], [0.186, -0.076, 0.409], [0.221, 0.078, 0.165], [-0.029, 0.430, 0.349], [-0.093, 0.191, 0.082], [-0.179, -0.040, 0.353], [0.008, -0.031, 0.126], [0.167, 0.112, 0.164], [-0.581, -0.162, 0.117], [0.465, 0.036, 0.031], [-0.256, -0.008, -0.149], [-0.033, -0.263, -0.172], [0.096, 0.231, 0.182], [0.792, 0.106, 0.061], [0.210, -0.321, 0.322], [-0.183, 0.313, -0.199], [0.771, 0.485, 1.719], [-0.501, 0.870, -0.187], [-0.325, -0.639, 0.223], [0.163, -0.109, -0.359], [-0.221, 0.043, -0.138], [0.048, -0.084, -0.295], [0.151, -0.675, -0.461], [-0.206, -0.136, -0.169], [0.182, 0.234, -0.457], [-0.112, 0.732, -0.353], [-0.054, 0.987, 0.556], [-0.183, -0.314, -0.269], [0.094, -0.352, 0.497], [0.317, -0.285, -0.043], [-0.267, -0.371, -0.248], [-0.357, -0.344, -0.272], [0.324, -0.081, -0.048], [0.254, 0.259, 0.234], [0.067, 0.167, 0.620], [0.103, 0.396, 0.325], [0.055, -0.698, -1.055], [0.241, -0.031, -0.405], [-0.243, -0.106, -0.044], [-0.160, 0.224, 0.346], [0.123, -0.129, 0.160], [-0.213, -0.019, 0.044], [0.050, 0.209, 0.040], [-1.001, 0.304, 0.505], [-0.256, 0.309, -0.292], [1.041, -0.661, -0.395], [-0.031, -0.246, 0.101], [-0.310, -0.451, -0.123], [0.253, 0.138, 0.016], [0.075, 0.160, -0.135], [0.101, 0.336, 0.143], [0.070, 0.066, 0.016], [-0.123, -1.038, 0.089], [-0.013, 1.382, 1.167], [0.663, 0.020, -0.318], [-0.044, 0.056, -0.322], [0.395, 0.311, -0.339], [-0.268, -0.075, -0.419], [-0.117, -0.032, 0.080], [-0.083, -0.333, 0.342], [-0.495, -0.304, -0.255], [0.016, -0.139, -0.092], [-0.519, 0.134, -1.142], [0.553, -0.491, 0.230], [-0.188, 0.123, 0.216], [0.289, 0.165, -0.008], [0.002, -0.008, 0.577], [-0.301, 0.328, 0.089], [0.172, 0.011, 0.176], [-0.025, -0.020, 0.072], [0.129, 0.277, -0.769], [-0.768, -0.487, 0.279], [0.593, 0.403, -0.059], [0.344, -0.294, 0.227], [0.286, 0.142, 0.122], [-0.045, 0.005, 0.278], [-0.302, -0.251, -0.057], [0.098, 0.514, -0.267], [-0.390, -0.266, 0.288], [-0.706, -0.048, 0.463], [0.906, 0.970, -1.307], [-0.729, -1.091, 0.682], [-1.078, 2.842, -0.119], [0.561, 0.025, 0.712], [0.807, 0.502, 0.058], [-0.356, 0.355, -0.947], [-0.234, -0.017, 1.231], [0.436, -1.095, -0.054], [-0.165, -0.042, 0.064], [0.385, -0.858, -0.477], [0.170, 0.179, -0.376], [0.679, 0.132, 0.615], [-0.422, -0.616, 0.206], [0.126, -0.329, 0.137], [0.456, -0.898, 0.015], [0.500, -0.371, 0.088], [-0.105, -0.013, -0.493], [-0.822, -0.239, -0.035], [-0.003, -0.003, -0.081], [-0.235, 0.020, -0.198], [0.083, 0.095, -0.294], [0.120, 0.421, -0.047], [-0.374, 0.128, 0.094], [-0.362, 0.207, 1.469], [-0.822, -0.467, -1.335], [1.037, -0.042, -0.207], [0.399, -1.356, 0.984], [-0.006, 0.531, -0.001], [0.600, 0.004, 0.464], [0.226, 1.047, 0.101], [0.172, -1.820, 0.872], [0.051, 1.118, -0.554], [0.636, -0.021, 0.150], [-0.051, 0.210, -0.147], [-0.067, -0.271, -0.247], [-0.053, 0.765, -0.258], [-0.201, -0.368, 0.156], [-0.467, 0.391, 0.100], [0.129, -0.036, -0.146], [-0.073, -0.081, -0.166], [-0.300, 0.127, 0.170], [-0.206, -0.040, -0.254], [-0.076, 0.056, -0.091], [-0.324, 0.164, -0.336], [0.053, 0.004, -0.329], [-0.174, -0.244, -0.200], [-0.031, 0.030, -0.127], [-0.562, 1.167, -0.028], [0.039, 0.008, 0.671], [0.379, -1.052, -0.203], [0.059, 0.452, -0.338], [-0.511, -0.225, 0.552], [0.101, -0.408, -1.309], [-1.118, 0.883, 0.976], [-0.976, 0.342, -0.330], [0.514, -0.449, -0.047], [0.421, -0.653, -0.104], [-0.003, 0.025, 0.318], [0.014, -0.063, -0.215], [-0.343, 0.050, -0.029], [-0.215, 0.125, -0.102], [0.389, -0.033, -0.610], [0.037, 0.020, 0.338], [0.110, 0.188, -0.026], [0.387, 0.200, -0.070], [-0.062, -0.359, 0.553], [0.238, -0.184, -0.165], [0.474, -0.181, -0.011], [0.077, -0.595, -0.316], [0.254, 0.224, 0.212], [0.295, 0.261, 0.362], [0.826, -0.282, 0.281], [-0.943, 0.558, 0.812], [0.543, -0.224, 0.844], [0.451, 1.376, 0.652], [0.090, -0.818, -0.804], [-0.864, 0.283, 0.478], [0.725, 0.119, 1.388], [-0.617, 0.723, -0.381], [1.248, -0.128, -0.386], [-0.328, -0.010, -0.259], [-0.357, -0.209, -0.641], [0.438, -0.396, -0.431], [-0.533, 0.502, 0.100], [0.238, -0.316, -0.313], [-0.348, 0.071, -0.415], [0.306, -0.513, -0.350], [-0.141, -0.481, 0.055], [0.218, -0.052, -0.111], [-0.330, 0.547, -0.170], [0.107, -0.476, -0.166], [-0.005, -0.007, 0.127], [-0.503, 0.050, -0.219], [-0.114, -0.009, -0.472], [-0.110, -0.394, 0.163], [-0.152, 0.214, 0.371], [0.700, -0.222, 0.244], [-0.596, 0.503, -1.195], [0.772, -0.995, 0.724], [-0.477, 0.062, 0.274], [0.190, 0.010, -0.182], [-0.597, -0.939, 0.220], [-2.177, 0.864, 0.087], [1.523, -0.448, 0.557], [-0.165, -0.071, -0.167], [0.197, 0.493, 0.308], [0.200, -0.473, 0.038], [0.202, -0.103, 0.286], [-0.463, 0.223, -0.144], [-0.005, 0.377, -0.223], [0.027, 0.323, -0.303], [-0.361, -0.675, -0.330], [-0.205, 0.281, -0.075], [0.559, 0.641, -0.267], [0.121, 0.409, -0.225], [0.514, 0.118, 0.017], [0.130, -0.137, -0.144], [0.258, -0.428, -0.014], [-0.130, -0.016, 0.034], [0.534, -0.823, 0.856], [-0.110, 0.713, 0.189], [0.172, -1.566, 0.482], [-0.660, 0.245, -1.289], [1.511, -0.325, -0.587], [0.225, 0.323, 1.260], [-0.632, 0.171, 0.005], [0.971, -0.089, -0.437], [-0.466, -0.055, 0.380], [-0.272, 0.025, -0.348], [-0.106, 0.056, -0.131], [-0.138, 0.184, -0.169], [0.008, 0.168, -0.144], [-0.130, 0.505, -0.145], [-0.419, 0.687, 0.324], [0.181, -0.086, 0.280], [-0.582, -0.190, 0.279], [-0.040, 0.202, -0.067], [-0.359, -0.041, -0.452], [0.095, 0.146, 0.419], [0.125, -0.069, 0.045], [0.101, 0.086, 0.216], [-0.521, -0.009, -0.422], [0.133, -0.351, -0.455], [-0.005, -0.483, 0.066], [0.153, -0.015, 0.931], [-1.296, 0.582, -0.203], [1.004, 1.070, 0.345], [0.632, -1.090, -0.505], [0.287, 2.127, 0.283], [-1.438, -0.335, 0.117], [0.849, 0.103, -0.222], [-1.040, -0.372, -0.051], [-0.072, -0.043, -0.178], [0.087, 0.097, 0.058], [0.063, -0.019, -0.165], [0.103, -0.101, -0.214], [0.551, 0.028, -0.134], [-0.263, -0.502, -0.143], [0.561, -0.367, -0.437], [-0.448, -0.129, 0.734], [0.141, -0.395, 0.043], [-0.568, -0.037, -0.406], [0.330, -0.203, 0.672], [0.294, 0.041, -0.144], [0.368, 0.084, -0.375], [0.209, 0.167, -0.212], [-0.218, 0.039, 0.133], [2.217, 0.060, 0.053], [-1.651, 0.845, 0.148], [0.895, -0.733, -0.027], [-1.194, 0.114, -0.175], [-0.409, 0.236, -0.234], [-0.168, -0.442, 0.637], [0.311, 0.599, 0.260], [0.661, 0.342, -0.395], [-0.595, -0.375, 0.930], [-0.331, 0.152, -0.097], [-0.623, -0.222, 0.564], [-0.230, -0.164, -0.472], [0.033, -0.198, 0.407], [0.428, -0.059, -0.123], [-0.105, 0.129, 0.240], [0.186, -0.179, -0.139], [0.528, -0.411, -0.246], [-0.005, -0.010, -0.327], [-0.147, -0.202, -0.074], [-0.213, 0.253, -0.472], [-0.001, 0.113, 0.235], [-0.032, 0.105, -0.027], [-0.013, -0.066, -0.355], [0.353, -0.046, -0.292], [-0.116, 1.005, 0.108], [-0.212, -0.364, -0.403], [0.063, -1.043, -0.004], [-0.480, 0.611, 0.587], [0.172, 0.954, -1.094], [0.205, -1.108, 0.756], [-0.513, 0.138, 1.430], [0.369, -0.073, -0.176], [-0.190, -0.215, -0.271], [-0.121, 0.222, -0.110], [-0.238, -0.439, -0.052], [0.046, -0.312, 0.554], [-0.144, 0.360, 0.219], [0.368, -0.043, -0.048], [0.026, -0.146, -0.232], [0.319, -0.488, -0.140], [0.244, 0.276, 0.328], [0.153, 0.282, -0.277], [-0.188, -0.016, -0.233], [0.248, 0.109, -0.404], [0.116, 0.163, -0.406], [0.100, -0.285, -0.159], [0.023, 0.089, -0.080], [-0.142, 0.375, 0.150], [1.540, -0.618, -0.721], [-0.796, 0.924, 1.895], [1.068, -0.149, -0.408], [-0.326, 0.507, 0.313], [0.220, 0.626, 0.218], [-0.395, -0.261, -0.446], [-0.593, 1.089, -0.490], [-0.537, -0.561, -0.122], [0.481, 0.794, 0.374], [-0.539, -0.043, 0.049], [-0.311, -0.017, -0.184], [-0.206, -0.040, -0.660], [-0.029, -0.407, -0.138], [-0.368, 0.146, -0.073], [-0.468, -0.287, -0.036], [0.617, -0.317, 0.128], [-0.497, -0.491, -0.247], [0.229, 0.005, -0.148], [0.118, -0.046, 0.270], [0.337, -0.065, 0.200], [0.092, -0.526, 0.139], [-0.148, -0.523, 0.409], [-0.112, 0.358, -0.154], [0.485, -0.335, 0.015]]}